DFT (ωB97M-V with the def2-TZVPD basis set) results for a 19-piece molecular cluster, C26H35Cl55N2O2 overall.

**Spin multiplicity**: 1
**F_max**: 0.172 hartree/bohr
**Charge**: 0
**Orbital gap**: 9.494 eV
**Electronic energy**: -723332.1531 eV
**HOMO**: -9.435 eV

Cartesian coordinates (Å):
1 N 7.15400 -0.82514 2.85847
2 C 5.94497 -0.00973 2.35329
3 C 6.49607 1.51277 2.09075
4 C 5.42689 2.70800 2.43116
5 C 3.89629 2.44084 1.89063
6 N 3.08124 1.49133 2.75132
7 C 2.02128 2.20737 3.55925
8 O 2.24325 3.24583 4.39224
9 O 0.63776 1.71515 3.46523
10 C 0.05012 2.11634 2.17318
11 C -1.54950 1.67711 2.21517
12 C -1.68501 0.06180 2.50187
13 Cl -2.26246 -0.86919 0.97153
14 H 6.74780 -1.80531 2.94106
15 H 7.22558 -0.51670 3.87443
16 H 5.63744 -0.47604 1.32263
17 H 5.13575 -0.10455 3.19630
18 H 6.96591 1.57733 1.00881
19 H 7.41247 1.66607 2.84040
20 H 5.48592 2.97378 3.57169
21 H 5.81295 3.67356 1.84454
22 H 3.34014 3.49509 1.96019
23 H 3.84566 2.13619 0.73798
24 H 2.68294 0.71602 2.17386
25 H 0.09905 3.27738 2.03299
26 H 0.52842 1.49664 1.29394
27 H -2.10022 1.99103 1.22263
28 H -2.08389 2.26111 3.10381
29 H -0.69786 -0.45949 2.85279
30 H -2.45948 -0.04162 3.40413
31 C 5.15306 2.09082 -2.27199
32 Cl 6.39070 3.28158 -1.83622
33 Cl 5.35679 0.60690 -1.32544
34 Cl 3.53123 2.76331 -2.03324
35 H 5.27083 1.84324 -3.33004
36 C -2.39021 0.91129 -2.78033
37 Cl -0.88299 0.51742 -3.62454
38 Cl -2.15692 2.30125 -1.70652
39 Cl -3.68827 1.23386 -3.94246
40 H -2.67900 0.05060 -2.17167
41 C -4.42471 -4.29362 0.56111
42 Cl -5.81918 -4.30314 1.65424
43 Cl -3.41200 -5.72206 0.83213
44 Cl -4.95798 -4.22025 -1.12703
45 H -3.82749 -3.40297 0.77258
46 C -1.76904 -9.18731 -0.91967
47 Cl -0.70012 -7.87558 -1.44534
48 Cl -2.00054 -9.13538 0.83623
49 Cl -3.32830 -9.09222 -1.75586
50 H -1.29790 -10.13943 -1.17686
51 C -6.67454 4.36959 -3.34102
52 Cl -7.26974 3.15078 -4.48111
53 Cl -4.93696 4.16413 -3.06160
54 Cl -7.01993 6.00158 -3.93842
55 H -7.19474 4.23400 -2.38936
56 C 8.83322 6.23273 -0.35974
57 Cl 8.27334 5.91811 1.29165
58 Cl 9.04744 4.71248 -1.24429
59 Cl 7.69669 7.29281 -1.21068
60 H 9.80064 6.73844 -0.30486
61 C 0.73265 -3.03176 -1.15772
62 Cl -0.43960 -4.34613 -1.35221
63 Cl 0.22117 -1.60182 -2.07048
64 Cl 0.94242 -2.63370 0.55608
65 H 1.69469 -3.36702 -1.55360
66 C -6.92510 -3.84128 -4.38354
67 Cl -7.52029 -5.06009 -5.52362
68 Cl -5.18751 -4.04674 -4.10412
69 Cl -7.27049 -2.20929 -4.98093
70 H -7.44529 -3.97686 -3.43187
71 C 9.39224 8.47482 -4.61226
72 Cl 10.62989 9.66557 -4.17649
73 Cl 9.59598 6.99089 -3.66571
74 Cl 7.77042 9.14730 -4.37351
75 H 9.51002 8.22724 -5.67031
76 C -9.87565 -2.33327 -1.97838
77 Cl -10.47085 -3.55208 -3.11846
78 Cl -8.13807 -2.53872 -1.69896
79 Cl -10.22104 -0.70128 -2.57577
80 H -10.39585 -2.46885 -1.02671
81 C 12.83154 3.90118 -0.29109
82 Cl 11.65929 2.58682 -0.48559
83 Cl 12.32006 5.33112 -1.20385
84 Cl 13.04131 4.29925 1.42271
85 H 13.79358 3.56592 -0.68698
86 C -10.00710 -0.49779 1.83972
87 Cl -11.16152 0.78490 2.24168
88 Cl -10.86035 -1.97798 1.37016
89 Cl -8.91717 0.02912 0.54589
90 H -9.40809 -0.71279 2.72833
91 C 6.75254 -4.17607 4.80470
92 Cl 6.50770 -5.80191 5.46517
93 Cl 6.16890 -4.08886 3.13399
94 Cl 5.93902 -2.96636 5.81185
95 H 7.82424 -3.96138 4.80670
96 C -5.89012 -10.99922 -3.88130
97 Cl -6.98320 -9.96300 -4.81456
98 Cl -6.80596 -12.01278 -2.75284
99 Cl -4.90904 -12.00254 -4.96313
100 H -5.21927 -10.35913 -3.30259
101 C 11.10775 -0.88393 1.67189
102 Cl 12.61497 -1.27779 0.82768
103 Cl 11.34104 0.50603 2.74570
104 Cl 9.80969 -0.56136 0.50976
105 H 10.81896 -1.74462 2.28055
106 C -10.26254 -4.07602 5.07588
107 Cl -9.18276 -4.46166 3.72499
108 Cl -9.56955 -4.63874 6.60644
109 Cl -10.58096 -2.33418 5.14020
110 H -11.21178 -4.59394 4.91663
111 C -3.59924 5.54340 -6.62003
112 Cl -2.36160 6.73415 -6.18426
113 Cl -3.39550 4.05947 -5.67349
114 Cl -5.22107 6.21588 -6.38128
115 H -3.48147 5.29582 -7.67809
116 C -9.54038 3.68134 4.24981
117 Cl -10.63346 4.71756 3.31654
118 Cl -10.45622 2.66777 5.37826
119 Cl -8.55930 2.67801 3.16798
120 H -8.86953 4.32142 4.82852

Force components x, y, z for each atom (eV/Å):
N -2.02 -0.38 1.14
C 0.95 0.29 -0.02
C 0.41 -0.08 0.92
C 0.52 0.24 -1.22
C 0.29 2.16 -0.11
N -2.82 1.74 0.47
C 0.83 3.75 3.07
O -0.99 -6.74 -5.61
O 2.65 1.16 -1.19
C -1.75 -0.49 -0.82
C 0.51 0.09 0.56
C -0.21 0.80 1.47
Cl 0.35 0.85 1.42
H 0.95 1.59 -0.09
H 0.14 -0.55 -1.57
H 0.19 0.83 2.11
H 1.04 0.61 -2.07
H -1.19 -0.04 2.16
H -1.90 -0.36 -1.64
H -0.55 -0.68 -2.20
H -0.89 -1.99 1.28
H 1.33 -2.20 -0.25
H 0.31 0.37 2.71
H 0.20 1.03 0.93
H 0.19 -2.23 0.18
H -0.68 1.46 1.58
H 1.30 -0.78 1.94
H 1.26 -1.31 -1.86
H -1.83 1.22 -0.91
H 1.49 -0.21 -2.40
C 0.08 0.14 -0.11
Cl -0.34 -0.34 -0.11
Cl -0.03 0.06 -0.16
Cl 0.11 -0.09 -0.09
H -0.06 0.07 0.38
C -0.13 -0.12 -0.04
Cl -0.39 0.56 -0.27
Cl 0.01 -0.13 -0.09
Cl 0.26 -0.33 0.18
H 0.13 0.26 -0.15
C 0.05 0.06 0.04
Cl 0.12 0.06 -0.05
Cl -0.09 0.17 -0.05
Cl 0.23 0.01 0.50
H -0.18 -0.28 -0.05
C 0.12 -0.07 0.02
Cl -0.14 -0.21 0.06
Cl 0.03 -0.04 -0.23
Cl 0.15 0.03 0.09
H -0.18 0.34 0.09
C 0.04 0.03 0.14
Cl 0.06 0.08 0.12
Cl -0.69 0.24 0.62
Cl -0.42 -0.18 0.61
H 0.16 0.05 -0.36
C -0.04 0.13 0.00
Cl 0.12 0.01 -0.19
Cl -0.05 0.29 0.17
Cl -0.15 -0.09 0.53
H -0.28 -0.20 -0.03
C 0.07 -0.01 -0.09
Cl 0.14 0.16 0.05
Cl 0.26 -0.62 0.43
Cl 0.10 -0.07 -0.11
H -0.33 0.10 0.16
C -0.08 -0.07 -0.16
Cl 0.05 0.11 0.14
Cl -0.20 0.05 -0.36
Cl 0.05 -0.23 0.05
H 0.24 0.00 -0.48
C 0.05 -0.05 -0.03
Cl -0.13 -0.14 -0.09
Cl 0.32 0.10 -0.60
Cl 0.16 -0.07 -0.08
H -0.05 0.10 0.38
C -0.13 0.09 -0.03
Cl 0.08 0.07 0.11
Cl -0.26 0.10 0.44
Cl 0.00 -0.25 0.00
H 0.26 0.08 -0.40
C -0.02 -0.15 0.02
Cl 0.28 0.07 0.04
Cl 0.31 -0.03 0.03
Cl 0.00 -0.05 -0.21
H -0.34 0.14 0.13
C 0.10 0.25 0.10
Cl -0.03 -0.36 -0.10
Cl 0.02 0.08 0.19
Cl -0.09 -0.03 0.34
H -0.22 0.02 -0.27
C 0.07 -0.03 0.13
Cl 0.08 0.24 -0.11
Cl 0.00 -0.27 0.13
Cl 0.14 -0.11 -0.14
H -0.37 -0.07 -0.02
C 0.00 0.05 0.02
Cl 0.17 -0.08 0.14
Cl 0.14 0.15 -0.09
Cl -0.07 0.14 0.16
H -0.24 -0.26 -0.22
C -0.18 0.01 0.01
Cl -0.12 0.00 0.10
Cl -0.04 -0.19 -0.09
Cl 0.22 -0.05 0.12
H 0.08 0.32 -0.22
C 0.00 -0.10 0.00
Cl -0.15 0.02 0.13
Cl -0.14 0.06 -0.20
Cl -0.02 -0.13 0.00
H 0.33 0.20 0.05
C 0.04 -0.05 -0.18
Cl -0.11 -0.12 -0.08
Cl 0.31 0.19 -0.75
Cl 0.55 -0.13 -0.43
H -0.02 0.10 0.38
C 0.02 0.03 0.03
Cl 0.15 -0.11 0.12
Cl 0.13 0.14 -0.07
Cl 0.14 0.25 0.18
H -0.25 -0.23 -0.21